A structure of composition C35H30ClINNiOPSi. Source: OMol25; level of theory: ωB97M-V/def2-TZVPD.

```
72
Properties=species:S:1:pos:R:3
H -4.805 0.009 1.775
C 1.321 -2.492 -1.172
C 2.880 -4.075 -2.100
H 5.545 1.111 3.971
C -2.906 1.863 -2.711
O -1.530 -0.923 -0.780
H 3.100 -5.069 -2.466
C -2.729 2.308 3.146
H 4.272 2.998 2.999
H -0.604 2.129 3.280
C 4.908 0.950 3.111
I -3.969 -2.797 -1.712
H 0.831 -4.523 -1.656
C 3.579 -1.826 -1.635
H 0.209 3.286 -0.994
C 3.965 3.151 -2.846
H -1.172 4.772 -2.441
C 1.993 2.496 -4.045
C 2.475 1.487 -1.886
H -4.853 2.236 2.854
Cl -5.111 2.125 -4.315
H 0.783 -2.669 1.907
C -2.072 1.099 -1.872
H 1.353 2.574 -4.915
C -4.313 -0.078 -2.986
H 4.358 -1.070 -1.646
C -2.682 -0.194 1.939
H 4.297 2.178 -0.975
C -0.682 2.914 -1.481
H 3.396 3.963 -4.748
C 2.303 -1.502 -1.156
H 5.365 -1.139 2.954
H -5.189 -0.547 -3.413
H -0.660 -2.473 2.931
C 1.220 -0.033 3.295
H 4.862 -3.330 -2.463
H -2.746 3.283 3.615
H 0.315 -2.258 -0.845
C -3.912 1.718 2.721
H 2.821 2.640 1.054
C 3.252 0.540 0.872
C 1.670 1.616 -3.025
C 3.141 3.274 -3.953
C 1.608 -3.769 -1.641
C -0.183 -2.168 1.998
H 3.923 -1.498 1.001
C 4.806 -0.309 2.541
H 1.415 1.035 3.363
H -0.798 -2.455 1.146
C -2.561 3.212 -2.919
C 4.192 2.010 2.564
C 3.870 -3.099 -2.099
C -2.336 -0.299 -1.552
P 0.094 -0.377 1.929
C -1.458 3.739 -2.302
H 0.779 1.010 -3.125
H 4.869 3.742 -2.773
Ni -0.072 0.446 -0.014
C -3.477 -0.830 -2.137
N -0.973 1.644 -1.278
C 3.636 2.262 -1.829
H 0.815 -0.396 4.241
C -1.488 0.390 2.366
C 3.986 -0.506 1.434
Si 2.026 0.246 -0.538
C -1.523 1.652 2.961
H -2.675 -1.152 1.437
C -4.044 1.226 -3.273
H -3.185 3.819 -3.562
H 2.167 -0.527 3.089
C 3.377 1.802 1.462
C -3.888 0.469 2.119
```

Output
Max |F| in eV/Å: 1.0
Frontier orbital gap (spin up / spin down) in eV: 6.9190 / 6.9228
E in eV: -119154.151
Lowest unoccupied orbital energy (spin up / spin down) in eV: -0.352 / -0.348
Spin multiplicity: 1
Energy above the lowest of the compared OMol25 structures with the same formula, charge and spin in kJ/mol: 33.0

Results of the Löwdin charge analysis, in e, for atoms 1 through 5: H 0.110; C -0.093; C -0.091; H 0.101; C -0.170

---

A structure of composition C23H44CeNP3S at a distorted geometry. Source: OMol25; level of theory: ωB97M-V/def2-TZVPD.

```
73
Properties=species:S:1:pos:R:3
C -3.106 -2.685 1.124
H -1.330 2.105 3.119
H -4.275 1.413 2.010
H -1.632 3.639 -0.155
H -2.778 -2.730 2.168
C -4.261 1.009 -0.944
H 0.722 2.369 -0.042
H -4.751 0.154 -0.461
H -3.388 -3.692 0.798
H 1.586 -1.321 -1.759
C -0.600 -3.439 0.118
N -1.240 -0.013 2.846
H 5.415 2.159 -2.665
H -0.931 0.324 -4.211
C -2.383 3.118 -0.763
H -3.011 2.646 2.221
H -1.116 -4.394 -0.055
H 9.381 0.564 -2.091
H -0.922 -0.815 7.547
H 0.193 -3.316 -0.628
C 8.349 0.438 -2.432
C -1.380 1.071 3.622
Ce -0.916 0.118 0.562
H -1.947 0.633 7.537
C -1.167 -1.200 3.477
C -1.568 -0.214 5.600
H -1.698 1.948 5.551
H -3.463 -1.800 -1.737
H 1.870 0.128 -0.029
H -1.960 2.946 -1.756
H -2.227 -0.394 -3.214
H 0.371 2.588 -2.216
P -0.228 0.259 -2.024
C 7.933 -0.779 -2.980
H 4.093 -1.304 -4.263
P -1.842 -2.177 0.001
H -4.983 1.833 -1.029
H 1.131 1.490 -3.406
H -1.301 -2.346 5.284
S 4.034 -0.010 -3.823
C -1.563 1.016 4.963
C 1.257 0.380 0.802
H 8.635 -1.606 -3.071
H 7.751 2.445 -1.895
C 7.439 1.494 -2.320
C -1.342 -1.340 4.813
C 0.861 1.616 -2.352
H 1.145 -0.960 -3.456
C 0.747 -1.171 -2.453
C -3.712 2.210 1.501
H 1.774 1.600 -1.746
C -1.793 -0.339 7.084
H 6.299 -1.892 -3.841
C -1.470 0.397 -3.258
H -4.411 2.982 1.170
C 0.570 1.733 0.798
H -3.279 3.748 -0.855
H -2.961 -3.501 -1.517
H -1.921 -2.371 -2.414
H 1.526 -0.031 1.757
H 0.384 2.204 1.744
P -2.943 1.620 0.042
H 0.158 -2.089 -2.488
C 6.621 -0.947 -3.415
C 5.682 0.116 -3.309
C -2.605 -2.463 -1.570
H -3.949 0.703 -1.948
C 6.126 1.338 -2.751
H -2.673 -0.958 7.267
H -0.940 -2.125 2.842
H -0.123 -3.464 1.109
H -1.976 1.364 -3.210
H -3.987 -2.031 1.071
```

Output
Max |F| in eV/Å: 4.5
Frontier orbital gap in eV: 2.0030
E in eV: -77639.235
Lowest unoccupied orbital energy in eV: -15.381
Spin multiplicity: 1
Charge: +4

Results of the Löwdin charge analysis, in e, for atoms 1 through 5: C -0.192; H 0.140; H 0.092; H 0.079; H 0.056

---

A cluster of 10 separate species, C18H36N10O22 in total at a distorted geometry. Source: OMol25; level of theory: ωB97M-V/def2-TZVPD.

```
86
Properties=species:S:1:pos:R:3
C -4.541 -0.639 4.015
H -0.430 0.373 -2.866
N -1.143 11.448 1.806
C 1.316 8.770 5.507
H -0.644 0.650 4.695
N -0.807 -1.439 4.531
C -0.568 -0.683 -3.104
H -1.543 -0.597 -0.664
N -1.350 1.529 1.310
C 2.668 0.921 -1.817
C -0.082 -1.592 -1.971
H 1.740 -2.128 -0.924
H -1.623 -0.887 -3.289
C 2.202 1.926 0.075
N 1.290 10.255 5.411
H 5.870 -4.119 0.866
N 1.955 5.347 4.508
O -1.217 11.721 0.626
H 2.193 5.547 2.441
C -0.202 -0.228 5.153
H -4.199 -0.083 3.148
C 1.225 -6.268 -3.306
C -0.756 -6.450 -8.067
H -5.008 -6.877 -6.196
H -0.130 -2.604 -2.371
O 3.187 1.824 -0.887
H 3.652 5.002 3.323
H -4.280 -0.129 4.935
N 4.125 -3.555 -0.132
H 2.286 3.877 3.058
H -0.414 -0.269 6.217
H 1.474 -6.213 -4.355
H 4.351 -4.733 1.591
H 2.045 -6.682 -2.726
C 1.492 0.620 0.044
O 1.096 -3.966 -3.564
H -5.182 -8.282 -5.100
O -2.896 -8.893 -5.499
C 1.756 -0.036 -1.086
H -1.841 -2.276 -0.980
O 1.850 10.775 4.466
O 4.594 -3.233 -1.202
C -1.043 -1.560 -0.774
N 0.983 -4.892 -2.789
O 2.872 0.968 -2.981
O -1.684 10.504 2.343
O 0.745 5.303 4.576
H -0.739 13.344 2.586
O -3.065 -8.027 -7.463
H 1.964 -1.486 -2.555
O -1.645 -1.267 3.668
H -4.148 -1.650 4.001
O -6.487 -1.281 2.958
H 1.868 8.382 4.661
H -0.024 -0.957 -4.008
C 1.393 -1.371 -1.632
H -0.578 -1.893 0.152
H 0.315 -6.839 -3.151
N -6.025 -0.732 3.936
H -0.340 11.980 3.673
H 0.287 8.424 5.497
H 0.868 -0.271 4.971
O 0.136 -4.956 -6.551
C -0.314 12.347 2.655
O 0.706 10.854 6.288
O -6.673 -0.259 4.847
H 1.802 8.511 6.442
O -0.420 -2.514 4.930
N 0.028 -6.125 -6.845
C -4.929 -7.956 -6.101
O 0.510 -7.050 -6.216
C -0.359 0.956 1.258
H -0.267 -5.957 -8.903
H -1.756 -6.064 -7.921
H 4.978 -5.450 0.074
H 0.696 12.327 2.261
N -3.512 -8.325 -6.371
H -5.541 -8.454 -6.846
O 0.691 -4.794 -1.612
C 2.577 4.908 3.229
O 0.708 0.201 1.124
O 2.689 5.719 5.403
O 3.085 -3.134 0.332
O 2.009 2.879 0.754
C 4.892 -4.547 0.671
H -0.766 -7.523 -8.193
```

Output
Max |F| in eV/Å: 1.3
SMILES string: CC(C)CC1=C(OC#N)C(=O)OC1=O.C[N+](=O)[O-].C[N+](=O)[O-].C[N+](=O)[O-].C[N+](=O)[O-].C[N+](=O)[O-].C[N+](=O)[O-].C[N+](=O)[O-].C[N+](=O)[O-].C[N+](=O)[O-]
Frontier orbital gap in eV: 9.8660
E in eV: -79168.820
Lowest unoccupied orbital energy in eV: -0.809
Spin multiplicity: 1

Results of the Löwdin charge analysis, in e, for atoms 1 through 5: C 0.025; H 0.081; N -0.453; C 0.041; H 0.092

---

A cluster of 2 separate species, C6H7NO4 in total at a distorted geometry. Source: OMol25; level of theory: ωB97M-V/def2-TZVPD.

```
18
Properties=species:S:1:pos:R:3
C 0.519 3.145 0.380
O 0.025 3.991 0.975
C -2.181 0.465 -0.051
H -0.712 -0.927 -1.901
C -1.017 -0.390 0.095
N -0.103 -0.211 1.049
H 1.735 -2.133 -1.002
C 1.200 -0.838 0.682
C 1.158 -1.135 -0.853
H 1.182 -1.878 1.082
O -0.137 0.440 2.084
O -2.396 1.393 0.695
H 1.663 -0.456 -1.418
O 1.086 2.291 -0.127
H 1.952 -0.246 1.152
C -0.387 -1.432 -1.030
H -0.724 -2.450 -0.848
H -2.865 0.372 -0.964
```

Output
Max |F| in eV/Å: 5.5
SMILES string: O=CC1=[N+]([O-])CCC1.O=C=O
Frontier orbital gap (spin up / spin down) in eV: 8.8993 / 8.8993
E in eV: -16012.847
Lowest unoccupied orbital energy (spin up / spin down) in eV: -0.184 / -0.185
Spin multiplicity: 1
Energy above the lowest of the compared OMol25 structures with the same formula, charge and spin in kJ/mol: 241.9

Results of the Löwdin charge analysis, in e, for atoms 1 through 5: C -0.437; O 0.231; C -0.234; H 0.080; C -0.118

---

Q: Which value of max |F| does entry 1 give?
A: 1.0 eV/Å

---

Q: The lowest max |F| belongs to which entry?
A: C35H30ClINNiOPSi